A 2-piece molecular cluster, C2H3OP overall in a non-equilibrium geometry. Source: OMol25; level of theory: wB97M-V/def2-TZVPD.

## Properties
Maximum force in eV/A: 6.47
Kohn-Sham gap in eV: 8.63
E_tot in a.u.: -494.47002

Geometry (Å):
C: -0.147 0.874 -0.286
C: 0.341 -0.514 -0.144
O: -0.915 -1.142 -0.033
P: -1.773 0.341 -0.097
H: 0.528 1.726 -0.097
H: 1.116 -0.951 -0.661
H: 0.850 -0.334 1.318

Mulliken population analysis, charges in e, atoms 1 to 5: -0.316 -0.307 -0.337 0.063 0.342


An isolated molecule of C2H3OPS in a non-equilibrium geometry. Source: OMol25; level of theory: wB97M-V/def2-TZVPD.

## Properties
SMILES string: O=CCP=S
Maximum force in eV/A: 2.86
Kohn-Sham gap in eV: 7.49
E_tot in a.u.: -892.74409

Geometry (Å):
O: -0.337 1.564 -0.432
C: 0.599 0.830 -0.303
C: 0.396 -0.481 0.324
P: -1.422 -0.372 0.820
S: -2.607 -0.660 -0.727
H: 1.706 1.124 -0.589
H: 0.965 -0.754 1.259
H: 0.699 -1.250 -0.352

Mulliken population analysis, charges in e, atoms 1 to 5: -0.428 0.233 -0.678 0.181 -0.261


C2H3OTl as an isolated structure in a non-equilibrium geometry. Source: OMol25; level of theory: wB97M-V/def2-TZVPD.

## Properties
Spin multiplicity: 2
Maximum force in eV/A: 2.65
Kohn-Sham gap (spin up / spin down) in eV: 9.36 / 9.62
Total charge: +1
E_tot in a.u.: -325.35347

Geometry (Å):
O: -0.580 -0.931 -0.646
Tl: 0.568 -2.041 0.969
H: -1.057 -1.078 -1.474
C: 0.064 0.240 -0.611
C: 0.238 1.060 0.407
H: -0.282 1.007 1.370
H: 1.049 1.743 -0.016

Mulliken population analysis, charges in e, atoms 1 to 5: -0.385 0.781 0.397 0.115 -0.561


An isolated molecule of C2H3P in a non-equilibrium geometry. Source: OMol25; level of theory: wB97M-V/def2-TZVPD.

## Properties
SMILES string: C#CP
Maximum force in eV/A: 8.93
Kohn-Sham gap in eV: 10.50
E_tot in a.u.: -419.23894

Geometry (Å):
C: -1.550 0.311 0.101
C: -0.284 0.176 0.157
P: 1.408 0.309 0.145
H: -2.551 0.464 -0.044
H: 1.319 -0.271 -1.001
H: 1.657 -0.989 0.643

Mulliken population analysis, charges in e, atoms 1 to 5: 0.138 -0.409 -0.195 0.404 0.021


An isolated molecule of C2H3P3 in a non-equilibrium geometry. Source: OMol25; level of theory: wB97M-V/def2-TZVPD.

## Properties
SMILES string: C1=P[PH]#P=C1
Maximum force in eV/A: 6.45
Kohn-Sham gap in eV: 8.75
E_tot in a.u.: -1101.97446

Geometry (Å):
C: 0.020 -0.664 -1.020
P: 0.997 0.591 -1.413
P: 1.161 1.530 0.595
P: -0.101 0.211 1.813
C: -0.513 -0.884 0.606
H: -0.478 -1.324 -1.603
H: 0.163 2.296 0.174
H: -1.249 -1.757 0.848

Mulliken population analysis, charges in e, atoms 1 to 5: -0.204 -0.105 -0.152 -0.051 -0.211


An isolated molecule of C2H3P3 in a non-equilibrium geometry. Source: OMol25; level of theory: wB97M-V/def2-TZVPD.

## Properties
SMILES string: C=CP=P#P
Maximum force in eV/A: 5.61
Kohn-Sham gap in eV: 6.69
E_tot in a.u.: -1101.93637

Geometry (Å):
C: 0.109 0.348 0.099
C: 0.391 -0.917 -0.097
P: 1.916 -1.909 -0.023
P: 3.284 -0.402 0.119
P: 4.493 1.071 -0.076
H: -0.962 0.805 -0.064
H: 0.784 1.047 0.277
H: -0.409 -1.645 -0.536

Mulliken population analysis, charges in e, atoms 1 to 5: -0.556 -0.038 -0.052 0.177 -0.083


An isolated molecule of C2H3P3. Source: OMol25; level of theory: wB97M-V/def2-TZVPD.

## Properties
SMILES string: C=CP=P#P
Maximum force in eV/A: 0.83
Kohn-Sham gap (spin up / spin down) in eV: 5.52 / 5.66
E_tot in a.u.: -1101.94484

Geometry (Å):
C: 0.006 -1.038 0.334
C: 0.144 0.097 1.012
P: 0.036 1.825 0.578
P: -0.229 1.908 -1.505
P: -0.180 0.221 -2.559
H: 0.115 -2.007 0.789
H: -0.254 -1.042 -0.725
H: 0.361 0.036 2.075

Mulliken population analysis, charges in e, atoms 1 to 5: -0.376 0.112 0.002 -0.026 0.083


C2H40BeO20 as an isolated structure in a non-equilibrium geometry. Source: OMol25; level of theory: wB97M-V/def2-TZVPD.

## Properties
Maximum force in eV/A: 3.24
Kohn-Sham gap in eV: 8.11
E_tot in a.u.: -1619.81441

Geometry (Å):
Be: -1.677 -1.850 -1.752
O: -0.601 1.254 1.091
C: -0.812 0.078 0.379
C: 0.300 -0.349 -0.575
O: -0.312 -1.255 -1.488
H: -1.683 0.361 -0.216
H: -1.134 -0.744 0.990
H: 1.173 -0.766 -0.133
H: 0.659 0.407 -1.303
O: 1.516 -0.337 2.456
H: 1.105 0.012 1.660
H: 2.226 0.310 2.604
O: -1.089 3.757 -0.116
H: -0.284 4.173 0.140
H: -0.814 2.867 0.156
O: 1.698 -3.117 2.147
H: 1.799 -2.169 2.185
H: 2.438 -3.560 2.527
O: 3.866 -2.358 0.345
H: 3.166 -2.664 0.899
H: 3.894 -1.367 0.336
O: 1.347 0.240 -3.753
H: 2.232 0.208 -3.364
H: 0.779 0.101 -2.970
O: -2.852 -0.713 -1.937
H: -3.435 -0.742 -2.709
H: -2.636 0.165 -1.591
O: -2.232 -3.043 -0.717
H: -3.019 -2.949 -0.121
H: -1.533 -3.392 -0.119
O: 0.157 2.617 3.132
H: -0.523 2.439 3.766
H: -0.155 2.221 2.261
O: -0.944 -0.569 3.737
H: -1.822 -0.579 3.346
H: -0.360 -0.362 3.013
O: 2.046 1.769 0.795
H: 1.107 1.736 0.626
H: 2.089 2.270 1.576
O: -0.751 2.173 -2.503
H: -1.212 2.702 -1.895
H: 0.152 2.135 -2.207
O: 4.370 0.357 0.130
H: 4.992 0.941 0.517
H: 3.572 0.817 0.353
O: -1.983 -3.050 2.246
H: -1.409 -2.478 2.704
H: -2.839 -2.645 2.401
O: -1.577 -2.693 -3.349
H: -0.771 -2.749 -3.937
H: -2.108 -3.469 -3.492
O: -2.959 1.872 1.675
H: -3.027 2.689 1.194
H: -2.076 1.463 1.385
O: 2.070 -2.594 -1.697
H: 2.874 -2.635 -1.151
H: 1.582 -1.940 -1.260
O: -3.393 1.984 -1.482
H: -3.627 2.814 -1.052
H: -4.245 1.559 -1.570
O: 1.861 3.045 -1.550
H: 2.200 2.774 -0.662
H: 2.605 2.822 -2.128

Mulliken population analysis, charges in e, atoms 1 to 5: 0.500 1.083 0.026 0.733 -0.850


C2H41BInO20 as an isolated structure in a non-equilibrium geometry. Source: OMol25; level of theory: wB97M-V/def2-TZVPD.

## Properties
Maximum force in eV/A: 10.72
Kohn-Sham gap in eV: 5.91
Total charge: -1
E_tot in a.u.: -1820.47550

Geometry (Å):
C: 0.601 1.320 -4.726
C: -0.462 2.196 -4.348
In: -2.550 3.130 -4.032
B: -4.201 1.508 -4.040
O: -4.270 0.469 -2.989
O: -5.189 1.565 -5.174
H: 1.358 0.400 -4.788
H: -2.539 3.780 -2.345
H: -2.949 4.379 -5.269
H: -4.643 0.821 -2.129
H: -4.636 1.550 -6.021
O: -3.802 -1.476 -0.842
H: -3.806 -0.799 -0.149
H: -4.059 -0.993 -1.642
O: -1.607 0.636 0.168
H: -1.500 0.589 1.130
H: -1.360 -0.250 -0.139
O: 2.375 3.725 -2.701
H: 3.045 4.268 -3.144
H: 1.813 3.412 -3.425
O: -5.725 -3.535 0.689
H: -5.055 -2.992 0.246
H: -6.287 -3.848 -0.035
O: -1.206 -0.203 3.183
H: -1.098 -0.250 4.145
H: -0.958 -1.088 2.876
O: 3.695 0.696 -4.418
H: 3.797 1.061 -3.526
H: 4.546 0.267 -4.594
O: -6.823 -5.046 2.932
H: -6.440 -4.398 2.321
H: -6.199 -5.787 2.908
O: 5.511 -2.076 -4.133
H: 5.351 -2.656 -3.374
H: 4.968 -2.459 -4.839
O: 4.436 -0.295 -7.676
H: 5.356 -0.583 -7.582
H: 4.239 0.142 -6.834
O: -4.059 -1.419 3.801
H: -3.389 -0.877 3.358
H: -4.622 -1.733 3.078
O: 6.959 0.300 -3.369
H: 7.066 0.253 -2.407
H: 7.206 -0.586 -3.676
O: 8.320 0.435 -1.032
H: 8.794 0.124 -0.247
H: 8.617 1.351 -1.137
O: 0.300 -3.036 2.594
H: 1.247 -3.178 2.447
H: -0.117 -3.385 1.792
O: -1.955 0.191 6.400
H: -2.110 0.863 7.081
H: -2.605 -0.500 6.600
O: -2.136 2.951 7.623
H: -2.140 3.628 8.317
H: -2.393 3.433 6.823
O: 8.331 2.733 -3.715
H: 7.795 1.984 -3.412
H: 7.804 3.510 -3.474
O: -1.959 -3.008 6.191
H: -1.289 -2.466 5.748
H: -2.522 -3.322 5.467
O: -1.536 1.138 9.859
H: -1.540 1.815 10.552
H: -1.793 1.620 9.059

Mulliken population analysis, charges in e, atoms 1 to 5: -0.061 -0.613 0.468 0.074 -0.625


C2H41F3O21Tl as an isolated structure in a non-equilibrium geometry. Source: OMol25; level of theory: wB97M-V/def2-TZVPD.

## Properties
Maximum force in eV/A: 6.46
Kohn-Sham gap in eV: 1.21
Total charge: -1
E_tot in a.u.: -2152.13677

Geometry (Å):
Tl: 11.071 10.524 10.595
F: 2.608 5.020 5.830
F: 10.094 14.072 15.963
F: 9.139 10.974 10.356
C: 11.776 12.410 15.913
C: 12.608 11.745 14.747
O: 12.902 11.699 13.536
O: 13.054 11.178 15.825
H: 11.875 13.362 16.503
H: 5.877 10.904 16.615
H: 11.018 11.670 16.021
O: 7.076 12.101 8.676
H: 7.129 11.168 8.662
H: 7.863 12.485 8.315
O: 11.929 12.313 9.782
H: 11.086 12.781 9.753
H: 10.067 4.779 9.817
O: 6.355 9.711 10.033
H: 6.740 9.073 9.492
H: 7.130 10.141 10.452
O: 4.102 6.885 11.350
H: 4.543 7.251 12.055
H: 4.680 6.313 10.766
O: 7.655 5.075 11.002
H: 8.057 5.451 11.763
H: 7.939 5.506 10.213
O: 4.693 7.810 14.318
H: 4.298 6.958 14.042
H: 4.344 8.588 13.911
O: 4.843 6.145 4.053
H: 4.354 6.875 4.443
H: 4.385 6.317 3.282
O: 5.169 10.183 12.751
H: 6.053 10.432 13.023
H: 4.695 10.884 12.328
O: 13.993 13.613 11.640
H: 13.675 13.310 10.739
H: 13.814 12.876 12.203
O: 14.064 5.913 10.426
H: 14.583 6.007 11.200
H: 13.236 5.669 10.783
O: 11.683 9.165 8.321
H: 12.095 9.692 7.659
H: 12.136 8.374 8.411
O: 11.053 8.631 11.571
H: 4.265 10.320 15.593
H: 11.840 8.424 12.111
O: 12.803 7.959 13.585
H: 12.216 8.593 14.064
H: 13.776 8.109 13.732
O: 10.251 3.594 16.616
H: 9.584 2.901 16.393
H: 10.499 4.053 15.848
O: 4.837 11.891 5.825
H: 4.053 11.402 5.994
H: 5.355 11.892 6.991
O: 4.880 4.766 7.949
H: 4.063 4.264 7.657
H: 4.595 5.411 7.283
O: 4.240 6.325 17.491
H: 4.929 6.776 17.989
H: 4.799 6.324 16.642
O: 4.458 12.223 9.957
H: 4.080 13.022 9.446
H: 4.831 11.697 9.242
O: 8.468 12.288 17.188
H: 8.484 11.668 16.458
H: 8.947 13.082 16.924

Mulliken population analysis, charges in e, atoms 1 to 5: 1.479 -0.493 -0.756 -0.633 -0.192